C23H41BCrF10O17 as an isolated structure. Source: the Open Molecules 2025 dataset; level of theory: wB97M-V/def2-TZVPD.

Geometry (Å):
1 C 5.352 0.483 0.857
2 H -6.799 -6.315 -1.686
3 C 1.228 2.269 -3.412
4 O -3.521 5.102 1.223
5 F -5.876 -0.941 -1.548
6 H 1.876 4.226 2.193
7 H 1.473 2.581 2.096
8 H 1.431 -0.847 3.285
9 C -5.942 -4.731 -2.776
10 H 3.244 2.448 -3.232
11 H 1.726 3.291 -0.643
12 H 0.990 -2.263 -5.896
13 Cr 1.835 -0.499 -0.711
14 H 1.815 -0.282 4.880
15 H 4.873 -3.938 -2.595
16 O -4.216 -2.897 -4.020
17 O 2.806 -0.215 1.190
18 F 0.154 0.563 -0.646
19 H -3.124 1.118 1.394
20 H -6.578 -4.958 -3.631
21 C 3.898 -4.424 -2.622
22 H 2.323 -2.554 -4.718
23 C 1.167 3.501 2.593
24 H 0.325 2.223 -2.804
25 O 2.970 -2.404 -0.695
26 O -0.655 -3.481 -2.427
27 C 1.323 -2.145 -4.865
28 O -5.801 -3.368 -2.412
29 C -3.580 1.690 0.586
30 H -3.429 5.944 3.227
31 C -4.822 -1.241 -2.286
32 H -0.361 -3.702 -0.343
33 O 3.192 0.316 3.422
34 H 3.836 -5.319 -3.241
35 H -0.357 4.913 2.856
36 H -4.665 1.652 0.685
37 C 0.155 -2.552 -2.768
38 H -0.282 4.188 1.189
39 O 2.710 0.974 -1.936
40 O 4.656 0.622 2.065
41 H 1.117 1.525 -4.201
42 O 3.520 4.001 4.108
43 C 2.451 2.254 -2.509
44 F 3.696 2.568 6.383
45 B -0.432 -0.111 0.405
46 H -0.925 3.177 2.513
47 H -1.463 -2.578 -0.713
48 H -3.299 1.229 -0.361
49 C 3.526 0.232 2.166
50 O 0.839 -1.767 -2.082
51 C 3.034 -3.640 -0.481
52 H 2.673 -4.022 2.717
53 H 2.673 -2.481 1.830
54 H 5.451 -0.556 0.543
55 H 1.947 4.343 -1.939
56 H -7.607 -4.745 -1.385
57 O -4.384 3.414 2.491
58 H -4.692 6.582 2.126
59 H 1.218 3.172 -4.023
60 H -3.051 7.069 1.959
61 F 2.330 4.114 6.857
62 C -4.956 -2.595 -3.063
63 F -0.291 0.698 1.426
64 C -6.649 -5.247 -1.522
65 F -1.708 -0.421 -0.019
66 H 6.382 0.729 1.114
67 H -5.975 -5.012 -0.698
68 O 1.253 3.338 3.995
69 C 2.530 3.530 4.648
70 C 2.349 -3.521 1.805
71 O 0.236 -2.643 -4.137
72 H -1.814 -4.356 -0.909
73 O 3.475 -4.598 -1.240
74 C 1.868 -0.008 3.827
75 F 0.318 -1.221 0.540
76 F -3.729 -1.445 -1.463
77 H 1.302 -1.073 -4.666
78 H 4.871 1.111 0.108
79 C 2.527 3.094 6.116
80 H 1.265 -3.529 1.691
81 O -3.271 3.081 0.557
82 H 3.310 3.639 -1.115
83 C -0.259 4.004 2.263
84 H -4.947 -5.061 -3.072
85 C 2.334 3.405 -1.540
86 F -4.564 -0.248 -3.097
87 H 1.105 0.766 3.746
88 F 1.486 2.232 6.376
89 H 3.237 -3.789 -3.211
90 O 2.983 -4.212 0.715
91 C -3.849 3.878 1.502
92 C -3.671 6.205 2.197
93 C -1.123 -3.537 -1.105

The calculation puts the frontier orbital gap (spin up / spin down) at 0.278 / 0.294 Eh. For the LUMO energy (spin up / spin down), the calculation gives 0.26 / 0.26 eV. The value obtained for the largest force on an atom is 8.45 eV/Å. The electronic energy is -4248.214819 Ha. The spin multiplicity is 5.


A 2-piece molecular cluster, C24H15F2N2O3S overall. Source: the Open Molecules 2025 dataset; level of theory: wB97M-V/def2-TZVPD.

Geometry (Å):
1 H 1.274 0.444 -0.957
2 H 2.518 -3.446 5.804
3 C -4.579 0.043 -0.625
4 C 0.422 2.817 -1.711
5 S 2.028 1.887 0.790
6 C -5.655 0.429 -1.435
7 C 2.617 -3.088 2.407
8 C 2.851 -0.954 3.555
9 C -5.527 1.526 -2.301
10 F 4.647 1.998 1.378
11 C -4.351 2.288 -2.296
12 H -4.243 3.153 -2.955
13 C 2.746 0.495 3.182
14 C -1.422 -1.433 -3.073
15 H -4.650 -0.856 -0.001
16 F 3.833 3.395 -0.183
17 H -2.202 -1.956 -3.636
18 C 2.605 -2.960 4.833
19 N 1.328 3.542 -1.920
20 C 3.770 2.120 0.317
21 C 0.544 -0.105 -1.562
22 H -6.581 -0.147 -1.418
23 O -1.993 3.912 -1.508
24 H 3.060 -0.978 5.690
25 C -1.537 -0.071 -2.819
26 H -2.388 0.476 -3.235
27 C 2.720 -0.799 1.234
28 C -0.585 0.616 -2.009
29 C -3.269 1.898 -1.488
30 O 2.966 -1.054 0.055
31 H -0.188 -3.182 -2.806
32 C -0.691 1.974 -1.559
33 N 2.413 0.449 1.801
34 C 2.483 -3.723 3.651
35 C 2.854 -1.573 4.799
36 H 1.486 -2.028 -1.393
37 H -6.343 1.768 -2.991
38 C -1.971 2.681 -1.528
39 H 4.028 1.349 -0.426
40 H -2.543 0.517 -0.024
41 C -0.302 -2.123 -2.595
42 C -3.401 0.797 -0.639
43 O 2.939 1.482 3.870
44 H 2.585 -3.597 1.439
45 C 0.651 -1.468 -1.808
46 C 2.778 -1.714 2.401
47 H 2.276 -4.799 3.695

The net charge is -1. The relative energy (zero: lowest compared OMol25 entry of this formula, charge and spin) comes out at 34.97 kJ/mol. The calculation puts the frontier orbital gap at 0.183 Eh. For the LUMO energy, the calculation gives 1.42 eV. The value obtained for the largest force on an atom is 2.50 eV/Å. The electronic energy is -1856.770793 Ha. The spin multiplicity is 1.


A 2-piece molecular cluster, C4H7NO overall. Source: the Open Molecules 2025 dataset; level of theory: wB97M-V/def2-TZVPD.

Geometry (Å):
1 C -0.586 -1.224 -1.433
2 N -0.711 -0.180 -0.569
3 C -0.367 -0.121 0.786
4 O -0.951 -1.264 -2.583
5 H -0.073 -2.051 -0.938
6 H -1.200 0.611 -0.954
7 H -0.723 1.970 1.046
8 H -0.261 1.015 2.567
9 H 1.726 0.382 -1.130
10 H -0.185 -1.073 1.265
11 C 1.740 0.016 -0.083
12 H 2.013 0.893 0.533
13 C -0.422 1.026 1.494

The relative energy (zero: lowest compared OMol25 entry of this formula, charge and spin) comes out at 558.68 kJ/mol. The calculation puts the frontier orbital gap (spin up / spin down) at 0.306 / 0.306 Eh. For the LUMO energy (spin up / spin down), the calculation gives -0.73 / -0.73 eV. The value obtained for the largest force on an atom is 1.58 eV/Å. The electronic energy is -286.418856 Ha. The spin multiplicity is 1.